DFT (the ωB97M-V functional and the def2-TZVPD basis) results for the ion C7H10O4P with charge -1 in a non-equilibrium geometry.

Geometry as XYZ:
```
22
Properties=species:S:1:pos:R:3:forces:R:3
C -0.873 -1.913 2.543 0.15 -3.34 -0.98
O -0.163 -1.959 1.285 -0.12 1.79 0.27
C 0.161 -0.776 0.697 6.15 -1.82 -3.80
C 1.586 -0.868 -0.167 -6.19 2.62 3.41
P 1.670 0.646 -1.058 -0.93 0.37 0.25
C 0.936 0.585 -2.802 1.58 4.06 2.53
O 2.995 1.343 -1.185 -0.38 -0.30 -0.14
C 0.435 1.506 -0.001 0.06 0.71 -1.98
C -0.478 0.501 0.600 -1.39 0.57 2.43
C -2.066 0.350 -0.208 1.79 0.22 1.22
O -2.106 0.978 -1.247 -0.51 -0.35 0.06
O -2.745 -0.319 0.556 -0.99 -0.19 -0.60
H -0.396 -1.360 3.268 1.33 1.73 1.32
H -0.828 -2.979 2.959 -0.29 1.29 -0.86
H -1.863 -1.594 2.398 -1.32 0.40 -0.22
H 1.697 -1.848 -0.425 1.03 -2.48 -0.86
H 0.937 1.738 -3.061 0.11 -2.54 0.00
H 1.778 0.053 -3.088 1.61 -0.78 -2.05
H 0.054 0.099 -3.001 -2.10 -0.97 -0.09
H -0.106 2.270 -0.610 0.12 -0.79 0.23
H 0.950 2.098 0.717 0.74 0.24 0.90
H -0.733 0.858 1.648 -0.44 -0.43 -1.03
```
Positions in Å, forces in eV/Å.

Calculated values
maximum force = 7.54 eV/A
charge = -1
HOMO energy = -0.1502 Ha
gap between HOMO and LUMO = 7.5 eV

natural (NBO) atomic charge list, values in e, 5 entries:
1 C -0.247
2 O -0.511
3 C 0.536
4 C -0.871
5 P 1.885

DFT (the ωB97M-V functional and the def2-TZVPD basis) results for a structure of composition C7H10O4S in a non-equilibrium geometry.

Geometry as XYZ:
```
22
Properties=species:S:1:pos:R:3:forces:R:3
C 0.286 1.275 -2.235 0.32 -0.30 -0.46
C -0.696 1.186 -1.105 0.26 1.15 -0.52
C 0.878 2.311 -2.829 -1.97 -2.68 1.86
C -0.214 0.406 0.066 0.37 -1.32 2.35
C 0.198 -0.973 -0.405 0.15 -2.84 -0.16
C -1.279 0.320 1.159 -1.10 -1.17 1.88
C 0.634 -1.879 0.739 -2.41 1.68 -0.52
O -1.807 1.643 -1.222 0.38 -0.10 0.16
O -0.265 -1.233 -3.071 -0.31 0.27 0.12
O 2.017 -0.397 -3.535 -1.97 0.62 1.09
O 1.399 -0.772 -1.252 -1.31 -0.31 -0.16
S 0.824 -0.393 -2.688 3.45 0.27 -2.23
H 1.395 2.045 -3.655 2.17 -0.30 -2.48
H 0.816 3.274 -2.491 -0.45 2.32 0.63
H 0.793 0.626 0.563 -1.31 1.01 -1.05
H -0.449 -1.634 -1.087 0.09 1.56 1.40
H -1.907 -0.631 1.157 1.36 0.62 -0.03
H -2.087 0.970 0.916 -0.29 1.18 0.02
H -0.967 0.510 2.263 -0.20 -0.33 -2.15
H 1.287 -1.417 1.373 2.14 1.28 1.52
H 0.995 -2.744 0.377 1.85 -2.86 -1.55
H -0.146 -2.235 1.373 -1.21 0.24 0.28
```
Positions in Å, forces in eV/Å.

Calculated values
maximum force = 4.12 eV/A
HOMO energy = -0.3907 Ha
gap between HOMO and LUMO = 10.6 eV

natural (NBO) atomic charge list, values in e, 5 entries:
1 C -0.375
2 C 0.554
3 C -0.262
4 C -0.389
5 C 0.073

DFT (the ωB97M-V functional and the def2-TZVPD basis) results for an isolated molecule of C7H10S in a non-equilibrium geometry.

Geometry as XYZ:
```
18
Properties=species:S:1:pos:R:3:forces:R:3
C 2.780 0.606 0.898 -1.63 -1.52 -3.16
C 2.313 -0.315 -0.048 1.19 -0.91 0.70
C 0.828 -0.505 -0.415 0.15 -1.90 -1.62
C 0.533 -1.795 -0.963 0.01 3.28 3.00
C -0.234 0.596 -0.309 -1.00 0.59 -2.23
C -0.140 1.886 -0.673 2.25 1.67 0.63
S -2.017 0.127 -0.186 1.75 -0.90 0.56
C -1.582 -0.636 1.384 1.06 -1.80 4.01
H 2.036 1.410 1.020 0.64 -0.36 0.81
H 3.802 0.679 1.289 -0.59 -0.10 -0.37
H 2.976 -1.239 -0.595 -1.61 2.87 2.00
H 1.402 -2.433 -0.709 -0.97 -0.30 -1.06
H -0.546 -2.133 -1.087 1.81 0.39 -0.12
H 0.813 2.516 -0.663 -0.80 -1.56 -0.44
H -0.952 2.596 -0.891 -0.16 -0.96 0.55
H -2.389 -1.619 1.763 2.67 3.16 -1.27
H -1.516 0.203 2.313 -0.48 -2.32 -2.54
H -0.337 -1.035 1.290 -4.28 0.67 0.55
```
Positions in Å, forces in eV/Å.

Calculated values
maximum force = 4.52 eV/A
HOMO energy = -0.3129 Ha
gap between HOMO and LUMO = 8.7 eV

natural (NBO) atomic charge list, values in e, 5 entries:
1 C -0.411
2 C -0.199
3 C -0.098
4 C -0.384
5 C -0.176

DFT (the ωB97M-V functional and the def2-TZVPD basis) results for a cluster of 2 separate species, C7H11BBrF2NO9P in total.

Geometry as XYZ:
```
33
Properties=species:S:1:pos:R:3:forces:R:3
C 1.576 -0.625 2.099 -0.32 -0.06 0.05
C 1.455 0.888 2.244 0.23 0.07 -0.03
Br 3.143 1.613 2.990 -0.03 0.00 0.03
C 1.197 1.690 0.961 0.04 0.33 -0.21
N -0.204 1.637 0.519 0.23 -0.05 0.57
C -0.678 0.501 -0.127 -0.08 0.26 0.14
O -0.647 0.303 -1.292 0.07 -0.27 -0.61
O -1.293 -0.433 0.725 -0.31 0.43 0.51
C -2.700 -0.444 0.687 -0.05 -0.55 -0.32
P -3.495 0.770 1.807 0.13 0.23 0.11
O -2.558 1.760 2.358 -0.08 -0.12 -0.09
O -4.292 -0.071 2.911 0.20 0.03 -0.11
O -4.757 1.332 1.008 0.05 -0.18 -0.01
H 2.363 -1.024 2.736 -0.05 0.03 -0.06
H 1.772 -0.911 1.068 0.16 0.00 -0.10
H 0.637 -1.096 2.403 0.05 0.05 -0.09
H 0.712 1.158 2.997 0.09 0.02 -0.06
H 1.860 1.389 0.147 -0.10 -0.17 0.06
H 1.410 2.738 1.181 -0.03 -0.05 -0.08
H -0.814 1.897 1.291 0.01 -0.31 0.02
H -3.077 -0.330 -0.338 0.07 0.09 0.04
H -3.019 -1.437 1.017 -0.03 0.07 -0.04
H -3.683 -0.278 3.634 -0.17 0.03 0.08
H -4.496 1.715 0.160 -0.07 0.09 0.04
B 2.124 -2.299 -4.531 0.01 0.01 0.00
O 2.126 -0.811 -4.740 -0.02 -0.02 -0.03
C 2.192 -0.184 -3.589 0.02 -0.03 0.05
O 2.226 1.004 -3.410 0.02 0.02 -0.02
C 2.236 -1.257 -2.470 -0.03 0.14 0.12
O 2.298 -1.021 -1.288 0.00 0.00 0.08
O 2.200 -2.436 -3.030 -0.02 -0.07 -0.06
F 3.235 -2.876 -5.121 0.01 0.01 0.01
F 0.951 -2.860 -5.005 -0.01 0.01 0.01
```
Positions in Å, forces in eV/Å.

Calculated values
maximum force = 0.74 eV/A
charge = -1
HOMO energy = -0.2303 Ha
gap between HOMO and LUMO = 8.1 eV

natural (NBO) atomic charge list, values in e, 5 entries:
1 C -0.667
2 C -0.193
3 Br -0.075
4 C -0.250
5 N -0.684

DFT (the ωB97M-V functional and the def2-TZVPD basis) results for a structure of composition C7H11BF2O2 in a non-equilibrium geometry.

Geometry as XYZ:
```
23
Properties=species:S:1:pos:R:3:forces:R:3
B 2.833 -0.578 0.462 -0.39 0.62 -0.56
C 2.929 1.805 -0.398 7.01 2.77 -0.31
C -2.882 -0.350 0.316 0.16 0.46 -2.10
C 2.250 0.694 -0.153 -8.93 -6.27 1.79
C -1.879 -0.337 -0.572 0.95 -0.38 2.04
C -4.320 -0.268 -0.140 0.85 -2.57 3.48
C -0.333 -0.392 -0.299 -1.03 -1.57 -1.15
C 0.288 0.984 -0.227 2.98 1.03 -0.06
O 2.125 -1.567 1.056 -2.83 2.53 -0.22
O 4.186 -0.691 0.302 2.00 -0.66 1.59
F -2.170 -0.327 -1.887 0.15 0.07 -0.36
F -0.029 1.702 0.962 0.43 -1.29 -0.35
H 2.580 2.665 -0.695 -1.99 4.45 -1.26
H 4.014 1.691 -0.380 -0.10 0.28 -0.32
H -2.684 -0.293 1.356 0.38 -0.12 0.72
H -4.438 -0.443 -1.135 -0.39 0.51 -2.85
H -4.875 -1.121 0.312 0.41 0.05 -0.07
H -4.799 0.513 0.363 -0.80 1.85 -0.11
H 0.066 -1.036 -1.224 -0.42 1.70 2.02
H -0.051 -0.979 0.639 -0.67 0.89 -1.28
H -0.045 1.805 -0.955 0.95 -1.81 0.14
H 2.600 -2.310 1.235 1.98 -3.22 0.77
H 4.633 -1.169 1.060 -0.71 0.67 -1.53
```
Positions in Å, forces in eV/Å.

Calculated values
maximum force = 11.05 eV/A
HOMO energy (alpha / beta) = -0.2217 / -0.3311 Ha
2S+1 = 3
gap between HOMO and LUMO (alpha / beta) = 6.3 / 6.3 eV

natural (NBO) atomic charge list, values in e, 5 entries:
1 B 0.917
2 C -0.326
3 C -0.266
4 C -0.127
5 C 0.393

DFT (the ωB97M-V functional and the def2-TZVPD basis) results for a cluster of 2 separate species, C7H11BFN2O5 in total in a non-equilibrium geometry.

Geometry as XYZ:
```
27
Properties=species:S:1:pos:R:3:forces:R:3
C -3.281 0.498 -0.440 0.19 0.28 -0.35
C -2.290 -0.080 -1.439 -0.53 0.18 -0.28
O -0.922 0.141 -1.149 -0.91 -0.29 0.28
C -0.531 -0.219 0.146 2.20 0.37 -0.09
C -0.531 0.909 1.204 -0.47 -0.62 -0.20
O -1.148 1.947 1.162 -0.22 0.18 0.05
N 0.345 0.524 2.197 0.78 1.73 -0.94
C 1.520 -0.112 1.552 -1.32 -1.37 -0.87
C 0.990 -0.509 0.085 0.38 -0.37 2.09
N 1.273 -1.974 -0.001 -0.90 0.09 -1.18
C 1.333 -2.423 -1.131 1.44 0.90 0.17
O 1.628 -2.766 -2.207 -0.65 -0.80 -0.24
B 1.864 0.442 -0.806 -0.29 0.20 -0.55
O 3.073 0.041 -1.294 -0.29 -0.48 -0.31
O 1.477 1.758 -1.097 0.27 -0.17 0.34
H -3.094 1.562 -0.341 0.06 0.06 0.22
H -4.286 0.391 -0.848 -0.11 -0.24 0.08
H -3.216 0.033 0.539 -0.09 -0.05 0.10
H -2.505 -1.141 -1.613 0.25 -0.17 0.19
H -2.471 0.417 -2.392 0.17 0.02 -0.12
H -0.942 -1.139 0.566 -0.63 0.08 -0.18
H 0.615 1.388 2.655 -0.17 -0.30 0.71
H 1.708 -1.064 2.081 0.84 0.05 0.53
H 2.388 0.536 1.430 0.06 0.18 0.64
H 3.326 0.670 -1.978 0.32 0.14 0.14
H 1.600 2.323 -0.329 -0.31 0.22 -0.04
F 2.078 -2.153 3.450 -0.07 0.17 -0.19
```
Positions in Å, forces in eV/Å.

Calculated values
maximum force = 2.23 eV/A
charge = -1
HOMO energy = -0.1478 Ha
gap between HOMO and LUMO = 6.7 eV

natural (NBO) atomic charge list, values in e, 5 entries:
1 C -0.644
2 C -0.050
3 O -0.518
4 C -0.023
5 C 0.667

DFT (the ωB97M-V functional and the def2-TZVPD basis) results for an isolated molecule of C7H11BN2O in a non-equilibrium geometry.

Geometry as XYZ:
```
22
Properties=species:S:1:pos:R:3:forces:R:3
B 0.574 0.076 0.085 1.92 -0.21 -0.01
C 0.568 -0.915 -1.180 0.65 -0.26 -0.22
C -1.229 -1.276 1.180 0.26 0.33 -1.50
C -0.003 -0.799 1.323 -1.51 1.18 -2.62
C -2.015 -1.008 -0.111 -2.53 0.11 4.46
C -1.888 0.459 -0.442 -0.87 -1.02 0.21
C -0.526 1.038 -0.413 -3.18 0.54 -0.46
C 2.039 0.795 0.004 -0.39 -1.19 0.69
N 0.872 -1.660 -2.006 -0.32 -0.01 -0.19
N 3.116 0.037 0.668 -0.31 1.26 0.36
O -0.475 2.283 -0.771 2.90 -0.45 0.59
H -1.725 -1.744 1.979 -0.64 -0.79 0.83
H 0.419 -0.851 2.242 1.70 -0.24 2.59
H -1.760 -1.545 -0.919 1.35 -2.31 -2.68
H -3.109 -1.385 0.150 1.83 1.41 -0.82
H -2.528 0.644 -1.265 0.01 0.61 -1.71
H -2.488 0.928 0.294 -0.14 1.13 1.37
H 2.153 0.963 -1.061 0.60 0.13 -0.43
H 1.939 1.775 0.450 0.29 0.35 0.41
H 4.026 0.435 0.536 0.24 0.20 -0.13
H 3.193 -0.947 0.545 -0.50 -0.60 -0.52
H -1.153 2.697 -1.289 -1.35 -0.19 -0.23
```
Positions in Å, forces in eV/Å.

Calculated values
maximum force = 5.13 eV/A
HOMO energy = -0.3110 Ha
gap between HOMO and LUMO = 7.8 eV

natural (NBO) atomic charge list, values in e, 5 entries:
1 B -0.037
2 C 0.159
3 C -0.178
4 C -0.308
5 C -0.426

DFT (the ωB97M-V functional and the def2-TZVPD basis) results for an isolated molecule of C7H11BO3 in a non-equilibrium geometry.

Geometry as XYZ:
```
22
Properties=species:S:1:pos:R:3:forces:R:3
C 2.432 -1.347 0.460 -0.20 0.31 -0.29
C 1.415 -0.389 -0.166 0.39 0.02 0.37
O 1.702 -0.373 -1.571 0.16 -0.08 -0.02
C 0.030 -0.893 0.019 -5.54 5.03 -0.52
C -1.239 0.239 -0.080 5.39 -5.17 0.56
B -2.686 -0.303 -0.028 0.26 0.10 -0.02
O -3.712 0.597 -0.041 -0.16 0.52 -0.03
O -2.887 -1.649 0.037 0.16 -0.51 0.02
C -0.800 1.584 -0.174 -0.17 0.40 -0.10
C 0.473 1.970 0.023 0.21 -0.01 0.09
C 1.560 1.023 0.427 -0.26 -0.23 -0.24
H 3.433 -0.934 0.368 0.12 0.03 0.00
H 2.399 -2.294 -0.070 -0.01 -0.14 -0.02
H 2.203 -1.512 1.509 0.00 -0.02 0.10
H 1.068 0.221 -1.988 -0.10 0.04 -0.04
H -0.250 -1.924 -0.028 -0.01 -0.44 0.04
H -4.596 0.232 -0.001 -0.12 -0.05 -0.01
H -3.799 -1.938 0.075 -0.11 -0.02 0.01
H -1.560 2.321 -0.400 0.00 0.18 -0.01
H 0.740 3.014 -0.037 -0.08 0.14 -0.03
H 2.536 1.421 0.144 0.02 -0.07 0.04
H 1.537 0.935 1.520 0.05 -0.02 0.08
```
Positions in Å, forces in eV/Å.

Calculated values
maximum force = 7.50 eV/A
HOMO energy (alpha / beta) = -0.2858 / -0.2943 Ha
gap between HOMO and LUMO (alpha / beta) = 7.9 / 7.7 eV

natural (NBO) atomic charge list, values in e, 5 entries:
1 C -0.605
2 C 0.147
3 O -0.711
4 C -0.075
5 C -0.357

DFT (the ωB97M-V functional and the def2-TZVPD basis) results for a structure of composition C7H11Br in a non-equilibrium geometry.

Geometry as XYZ:
```
19
Properties=species:S:1:pos:R:3:forces:R:3
C 0.255 -0.165 -0.448 -0.44 -2.21 0.02
C 0.826 -0.097 -1.609 0.90 -2.33 -1.29
C -0.278 -1.811 0.608 0.00 1.25 -2.47
C -0.430 -0.324 0.772 -1.81 0.77 1.99
C 1.331 1.214 -2.143 -1.84 0.46 3.38
C -1.928 0.078 0.609 2.11 2.69 1.78
C 0.181 0.346 1.987 3.44 -1.41 -1.17
Br 1.351 -2.714 0.822 0.22 -0.19 0.28
H 1.065 -1.097 -2.215 -0.51 2.17 1.30
H -0.973 -2.322 -0.078 0.38 0.25 0.59
H 2.195 1.134 -2.696 2.18 0.02 -0.80
H 1.311 1.895 -1.236 1.04 -0.56 -1.08
H 0.603 1.697 -2.708 -1.43 0.54 -1.62
H -2.145 -0.121 -0.348 -1.21 -0.97 -3.67
H -1.931 1.231 0.628 -0.39 -1.72 0.53
H -2.635 -0.433 1.231 -0.06 0.04 0.80
H -0.414 0.569 2.793 -2.01 0.16 1.67
H 0.632 1.295 1.664 0.13 -0.30 0.16
H 0.985 -0.375 2.365 -0.72 1.34 -0.40
```
Positions in Å, forces in eV/Å.

Calculated values
maximum force = 3.98 eV/A
HOMO energy = -0.2810 Ha
gap between HOMO and LUMO = 8.4 eV

natural (NBO) atomic charge list, values in e, 5 entries:
1 C 0.127
2 C -0.250
3 C -0.345
4 C -0.180
5 C -0.620

DFT (the ωB97M-V functional and the def2-TZVPD basis) results for a structure of composition C7H11Br3F3NO4PS.

Geometry as XYZ:
```
31
Properties=species:S:1:pos:R:3:forces:R:3
C 1.833 -2.913 1.670 -0.07 -0.04 0.11
C 1.852 -1.638 1.317 0.15 -0.17 -0.09
P 0.518 -0.940 0.195 -0.09 -0.30 0.19
S 1.155 -2.238 -1.568 0.13 0.10 -0.15
C -0.909 -0.248 -0.874 -0.23 0.06 -0.36
O -2.046 0.186 -0.105 0.11 -0.20 0.46
C -2.967 -0.744 0.219 0.00 0.17 -0.19
C -3.396 -0.626 1.659 -0.28 -0.07 -0.08
O -3.422 -1.541 -0.565 0.17 -0.13 0.13
O -0.049 0.201 1.515 0.21 0.27 0.07
N 0.718 0.479 2.591 0.12 -0.04 -0.40
O 0.541 1.587 2.983 -0.22 -0.04 0.20
C 1.704 0.543 -0.460 -0.03 -0.15 -0.03
F 1.924 0.518 -1.795 0.02 -0.01 -0.29
F 2.936 0.567 0.096 0.21 0.04 0.15
F 1.188 1.783 -0.240 -0.12 0.21 0.13
H 1.141 -3.620 1.218 -0.10 0.09 0.16
H 2.504 -3.297 2.434 0.10 -0.06 -0.20
H 2.640 -1.016 1.723 -0.21 0.16 0.06
H -0.379 -1.967 0.658 -0.05 -0.01 -0.01
H 0.101 -3.058 -1.495 -0.06 -0.01 0.11
H -1.229 -1.059 -1.528 0.05 0.07 0.04
H -0.609 0.601 -1.486 0.01 0.01 0.00
H -2.516 -0.596 2.301 -0.04 0.07 -0.06
H -4.036 -1.473 1.906 0.07 0.07 0.00
H -3.968 0.296 1.798 0.15 0.00 0.00
C 0.995 3.977 -2.729 0.01 -0.03 0.08
Br 2.016 3.313 -4.213 0.01 -0.03 -0.02
Br 1.289 5.868 -2.479 0.01 0.02 0.03
Br -0.873 3.583 -2.913 -0.02 -0.03 0.00
H 1.342 3.473 -1.836 0.00 -0.03 -0.03
```
Positions in Å, forces in eV/Å.

Calculated values
maximum force = 0.52 eV/A
charge = -1
HOMO energy = -0.1924 Ha
gap between HOMO and LUMO = 7.4 eV

natural (NBO) atomic charge list, values in e, 5 entries:
1 C -0.407
2 C -0.477
3 P 1.135
4 S -0.460
5 C -0.372

DFT (the ωB97M-V functional and the def2-TZVPD basis) results for a cluster of 2 separate species, C7H11BrN2 in total in a non-equilibrium geometry.

Geometry as XYZ:
```
21
Properties=species:S:1:pos:R:3:forces:R:3
C -0.740 -2.152 -0.903 -0.58 0.67 1.11
C -0.820 1.829 -0.781 -0.50 -0.30 -1.85
C -1.946 1.227 0.079 0.97 -2.16 -0.26
C 0.395 0.964 -0.628 2.54 -1.46 -1.38
C -1.251 0.010 0.733 1.58 3.58 -1.48
C 2.472 -0.797 0.584 -0.84 1.23 0.36
C 0.946 -0.834 0.873 1.51 -1.24 -0.62
N -1.654 -1.467 -0.628 0.26 -1.31 -1.14
N 0.071 0.098 0.487 -0.93 -0.45 1.27
Br 0.527 -1.724 2.550 0.27 0.29 -0.52
H -1.075 1.716 -1.876 -0.05 0.85 1.20
H -0.578 2.839 -0.520 -0.20 0.68 -0.02
H -2.422 1.938 0.705 -0.20 0.52 0.93
H -2.711 0.756 -0.521 -0.44 0.22 -0.48
H 0.533 0.286 -1.603 -0.18 1.17 2.12
H 1.457 1.402 -0.424 -2.17 -0.23 -0.42
H -1.549 -0.583 1.531 -0.73 -0.65 1.12
H -0.176 -2.994 -1.223 0.16 -0.01 -0.22
H 2.740 -1.828 0.669 0.66 -0.54 0.30
H 3.028 -0.166 1.376 -0.58 -0.90 -1.34
H 2.753 -0.521 -0.481 -0.55 0.04 1.34
```
Positions in Å, forces in eV/Å.

Calculated values
maximum force = 4.18 eV/A
HOMO energy = -0.2399 Ha
gap between HOMO and LUMO = 7.4 eV

natural (NBO) atomic charge list, values in e, 5 entries:
1 C 0.045
2 C -0.430
3 C -0.435
4 C -0.204
5 C 0.071